No. 1
Below is a structure of composition C27H42BiBr2IN4O5S2, with properties calculated with ωB97M-V with the def2-TZVPD basis set.

Last column: Mulliken charge in e.
Atoms and positions in Å:
1 Bi 1.6968 0.4131 0.4936  3.07
2 C 3.6397 -2.0380 1.3957  -0.82
3 C 4.4285 -1.3739 0.2781  -0.69
4 O 4.0492 0.0065 0.2457  -0.50
5 C 4.7315 0.9489 -0.5889  -0.60
6 C 4.2514 2.3374 -0.1833  -0.66
7 O 2.8100 2.3916 -0.3517  -0.41
8 C 2.1253 3.6311 -0.0414  -0.77
9 C 1.2580 3.5447 1.2082  -0.84
10 O 0.4002 2.3882 1.1110  -0.18
11 C -0.4023 2.1150 2.2903  -0.91
12 C -0.9536 0.7013 2.2193  1.10
13 O 0.1750 -0.1990 2.2057  -0.38
14 C -0.0015 -1.6242 2.1976  -0.11
15 C 1.3906 -2.2278 2.3279  -0.81
16 O 2.2165 -1.8323 1.2010  -0.22
17 H 3.9172 -1.6091 2.3594  0.50
18 H 3.8445 -3.1099 1.3906  0.39
19 H 4.2447 -1.8355 -0.6928  0.31
20 H 5.4900 -1.4559 0.5217  0.52
21 H 4.5228 0.7373 -1.6410  0.25
22 H 5.8075 0.8853 -0.4145  0.44
23 H 4.7101 3.0839 -0.8330  0.43
24 H 4.4964 2.5358 0.8607  0.41
25 H 1.5151 3.8558 -0.9142  0.34
26 H 2.8551 4.4310 0.0849  0.54
27 H 0.6445 4.4475 1.2605  0.38
28 H 1.8614 3.4615 2.1118  0.49
29 H -1.2331 2.8227 2.3243  0.47
30 H 0.2247 2.2318 3.1757  0.50
31 H -1.5483 0.5484 1.3179  -0.50
32 H -1.5509 0.5148 3.1135  -0.32
33 H -0.5125 -1.9323 1.2790  0.26
34 H -0.5801 -1.9339 3.0711  0.07
35 H 1.3247 -3.3165 2.3489  0.42
36 H 1.8612 -1.8637 3.2434  0.39
37 C -0.9894 2.8750 -2.2300  -0.87
38 N -2.2119 2.2162 -1.8008  0.19
39 C -3.4204 2.7357 -2.4502  -1.27
40 C -2.1743 0.9904 -1.2460  0.03
41 S -0.7530 0.0345 -1.3161  -0.08
42 N -3.3000 0.5231 -0.6766  0.22
43 C -4.2825 1.3929 -0.0317  -0.97
44 C -3.5266 -0.9005 -0.4596  -0.92
45 H -1.1850 3.9442 -2.2997  0.47
46 H -0.6610 2.5054 -3.2045  0.36
47 H -0.1997 2.6925 -1.5089  -0.08
48 H -3.1597 3.0266 -3.4677  0.44
49 H -3.8190 3.6072 -1.9310  0.35
50 H -4.1821 1.9651 -2.5053  0.43
51 H -3.8830 2.3972 0.0785  0.40
52 H -4.4876 0.9903 0.9610  0.03
53 H -5.2214 1.4364 -0.5851  0.39
54 H -2.9232 -1.4852 -1.1459  0.35
55 H -4.5815 -1.1070 -0.6430  0.39
56 H -3.3015 -1.1957 0.5691  0.22
57 Br -4.0754 1.3945 4.3847  -0.04
58 C -4.2123 -0.4663 4.0487  0.27
59 C -5.2700 -0.9033 3.2599  -0.45
60 C -5.4217 -2.2527 2.9900  -0.58
61 C -4.5174 -3.1686 3.5096  -0.65
62 C -3.4706 -2.7333 4.3045  -0.35
63 C -3.3100 -1.3781 4.5830  -0.35
64 I -1.7532 -0.8140 5.8520  0.23
65 H -5.9809 -0.1822 2.8799  0.49
66 H -6.2565 -2.5884 2.3896  0.45
67 H -4.6389 -4.2263 3.3180  0.43
68 H -2.7866 -3.4503 4.7395  0.51
69 N 1.9675 -2.4653 -6.7005  -0.35
70 C 2.5734 -3.0039 -5.6297  -0.20
71 S 3.5686 -4.2975 -5.6688  -0.28
72 C 2.3378 -2.2844 -4.3422  0.59
73 C 2.1300 -3.0002 -3.1674  -0.80
74 C 1.9995 -2.3091 -1.9802  -0.85
75 N 2.0804 -0.9763 -1.8929  0.53
76 C 2.2440 -0.2932 -3.0263  -0.61
77 C 2.3736 -0.8954 -4.2650  -0.73
78 H 2.0864 -2.9157 -7.5944  0.22
79 H 1.2315 -1.7860 -6.6054  0.21
80 H 2.0957 -4.0801 -3.1901  0.49
81 H 1.8378 -2.8423 -1.0510  0.47
82 H 2.2750 0.7883 -2.9376  0.51
83 H 2.5406 -0.2914 -5.1468  0.49
84 Br 2.9043 1.0957 2.8560  -0.26

Results
Total charge: +2
ΔE to the lowest compared entry with this formula, charge and spin: 0.000 eV
Strongest force on any atom: 0.12 eV/Å
E_tot: -220561.035 eV
Frontier orbital gap: 7.7 eV

No. 2
Below is a structure of composition C27H42CeCl3N4O3SSi in a non-equilibrium geometry, with properties calculated with ωB97M-V with the def2-TZVPD basis set.

Last column: Mulliken charge in e.
Atoms and positions in Å:
1 C -3.5235 -1.3773 3.0837  -1.70
2 C -4.2969 -1.2438 1.8108  0.53
3 H -3.5577 -0.4079 3.5994  0.33
4 H -2.4792 -1.6292 2.8853  0.14
5 H -3.9594 -2.1567 3.7315  0.44
6 C -5.5846 -0.8450 1.8074  0.10
7 C -6.2963 -0.3495 3.0117  -1.48
8 H -6.2352 -1.0419 0.9537  0.54
9 H -5.7642 0.5098 3.4382  0.26
10 H -6.3611 -1.1328 3.7829  0.30
11 H -7.2986 0.0027 2.7496  0.39
12 Ce 1.1819 -0.6380 1.1767  1.09
13 Cl 1.9069 -1.4139 3.5968  -0.62
14 Cl 0.1045 -2.9431 0.5265  -0.50
15 C 2.0513 -1.6494 -1.8981  -0.37
16 O 2.0735 -0.7391 -1.0064  -0.39
17 N 2.0921 -1.4048 -3.2077  0.33
18 C 2.2098 -0.0408 -3.7088  -0.88
19 C 1.7909 -2.4634 -4.1694  -0.91
20 H 1.9413 -2.7019 -1.6158  0.57
21 H 3.0705 0.4657 -3.2542  0.25
22 H 1.2972 0.5319 -3.4878  0.25
23 H 2.3620 -0.1100 -4.7885  0.40
24 H 2.3004 -3.3817 -3.8693  0.37
25 H 2.1480 -2.1597 -5.1592  0.32
26 H 0.7076 -2.6474 -4.2208  0.31
27 H 3.1173 4.5319 4.2746  0.32
28 H 0.1937 2.3033 3.4583  0.25
29 C 2.4958 4.7142 3.3894  -1.03
30 C 0.4499 3.3077 3.1131  -0.92
31 N 1.8792 3.4813 2.9170  0.30
32 H 3.1535 5.1456 2.6235  0.35
33 C 2.6201 2.5837 2.2649  0.00
34 O 2.1377 1.5735 1.6877  -0.21
35 H -0.0830 3.4688 2.1693  0.29
36 H 3.7232 2.7748 2.2694  0.10
37 H 1.6981 5.4262 3.6436  0.37
38 H 0.1114 4.0420 3.8513  0.44
39 O -2.4298 -0.8001 0.3048  -0.04
40 C -3.5624 -1.6251 0.5303  0.21
41 C -5.2549 -0.6586 -1.0929  -0.24
42 C -4.4444 -1.7152 -0.6813  0.08
43 H -5.3552 0.2508 -0.4884  0.96
44 C -5.9415 -0.7454 -2.3073  -1.21
45 H -3.1077 -2.6053 0.7235  0.44
46 C -4.3293 -2.8680 -1.4604  -0.34
47 H -6.5613 0.0912 -2.6354  0.38
48 C -5.8020 -1.8814 -3.1020  -0.51
49 C -5.0186 -2.9555 -2.6632  -0.72
50 H -3.6636 -3.6501 -1.1112  0.36
51 H -6.3126 -1.9316 -4.0646  0.38
52 H -4.9148 -3.8603 -3.2566  0.40
53 Si -1.8495 0.4142 -0.7336  0.55
54 Cl -1.2987 0.9800 1.9751  -0.60
55 C -3.1912 1.7037 -1.0042  -1.18
56 C -1.5802 -0.7084 -2.2491  -0.91
57 C -0.2197 1.3545 -0.7503  -0.36
58 H -3.9507 1.3525 -1.7199  0.39
59 H -2.7497 2.6269 -1.4227  0.49
60 H -3.7027 1.9454 -0.0570  0.23
61 H 0.1949 1.4945 0.2614  -0.22
62 H -0.4887 2.3738 -1.0602  0.48
63 H 0.5699 0.9837 -1.4290  -0.11
64 H -2.5378 -1.0100 -2.6862  0.38
65 H -1.0616 -1.6185 -1.9132  0.09
66 H -0.9934 -0.2060 -3.0314  0.36
67 N 4.3976 0.3422 3.4570  -0.01
68 C 4.9457 0.3268 2.2475  0.18
69 N 4.6383 -0.4802 1.2452  -0.34
70 C 5.5196 -0.3132 0.1863  -0.33
71 C 5.6770 -1.1319 -0.9456  -0.41
72 C 6.7272 -0.8783 -1.8304  -0.74
73 C 7.5477 0.2477 -1.6681  -0.48
74 C 7.3610 1.1050 -0.5852  -0.50
75 C 6.4007 0.7869 0.3614  0.95
76 S 6.1806 1.5398 1.9195  -0.28
77 H 4.8975 0.8256 4.1992  0.24
78 H 3.6671 -0.3754 3.6717  0.05
79 H 5.0094 -1.9855 -1.0705  0.47
80 H 6.9065 -1.5601 -2.6639  0.38
81 H 8.3283 0.4508 -2.3983  0.37
82 H 7.9751 1.9820 -0.4310  0.39

Results
Total charge: 0
ΔE to the lowest compared entry with this formula, charge and spin: 1.953 eV
Multiplicity: 2
Strongest force on any atom: 2.40 eV/Å
E_tot: -109999.787 eV
Expectation value of S²: 0.7507
Frontier orbital gap: 8.2 eV

No. 3
Below is a cluster of 3 separate species, C27H42Cl4FIN3O8 in total in a non-equilibrium geometry, with properties calculated with ωB97M-V with the def2-TZVPD basis set.

Last column: Mulliken charge in e.
Atoms and positions in Å:
1 C -1.7123 3.2844 2.4945  -1.31
2 C -0.8050 2.3824 1.5664  -0.17
3 C -1.6290 1.6634 0.3953  -0.44
4 O -1.3660 0.2480 0.5216  0.00
5 C -1.1425 -0.3998 -0.7268  -1.39
6 C -0.3845 -1.8118 -0.5815  0.62
7 C 1.1460 -1.4596 -0.9353  -2.14
8 C 1.8261 -0.5012 0.1120  0.78
9 C 3.0078 0.3866 -0.4680  -0.81
10 C 4.3972 -0.0076 0.1498  -0.85
11 N 4.4888 0.1298 1.6060  0.49
12 C 5.6285 -0.3046 2.3272  -0.64
13 C 5.4293 -0.0335 3.7349  -0.51
14 C 4.0665 0.5997 3.9297  -0.70
15 C 3.6107 0.6471 2.5477  -0.10
16 N -0.8791 -2.6236 -1.7248  -0.27
17 C -1.2308 -4.0108 -1.4794  0.71
18 Cl 0.2731 -5.0339 -1.8905  -0.07
19 C -2.2872 -4.4201 -2.6266  -0.44
20 C -2.2104 -5.9343 -3.0553  0.12
21 O -2.1379 -6.1715 -4.2251  -0.44
22 I -2.2637 -7.6370 -1.7258  0.08
23 C -1.8180 -4.3770 -0.0568  -0.75
24 F -3.1367 -4.8731 -0.1071  -0.40
25 N -1.8879 -3.1613 0.8045  0.28
26 C -2.6008 -3.2720 2.0859  -0.07
27 Cl -3.8859 -2.0331 2.3924  -0.16
28 C -2.4113 -4.1547 3.1044  0.58
29 C -3.2535 -4.0928 4.4280  -1.21
30 Cl -1.1615 -5.4048 3.0055  -0.13
31 C -0.5479 -2.4553 0.8423  0.06
32 Cl 0.8719 -3.5332 1.1394  -0.05
33 H -2.5410 2.6795 2.9505  0.32
34 H -1.0540 3.6203 3.3490  0.38
35 H -2.0804 4.1925 1.9544  0.33
36 H 0.0952 2.9060 1.1518  0.31
37 H -0.4016 1.5606 2.2341  0.12
38 H -1.3886 2.0952 -0.6090  0.35
39 H -2.7184 1.8183 0.6599  0.29
40 H -0.6678 0.2719 -1.4878  0.50
41 H -2.1669 -0.6704 -1.1506  0.31
42 H 1.7456 -2.3710 -1.1996  0.28
43 H 1.0691 -0.8655 -1.9000  0.67
44 H 1.1233 0.1799 0.6563  -0.41
45 H 2.2855 -1.1665 0.9060  0.45
46 H 2.7992 1.4777 -0.2573  0.24
47 H 3.0638 0.2570 -1.5807  0.38
48 H 4.6412 -1.0544 -0.1994  0.32
49 H 5.1826 0.6600 -0.3030  0.40
50 H 6.5211 -0.7859 1.8734  0.40
51 H 6.1183 -0.2253 4.5927  0.35
52 H 3.5720 0.9299 4.8645  0.40
53 H 2.6086 1.0342 2.2376  0.32
54 H -0.2434 -2.5618 -2.5263  0.53
55 H -1.9436 -3.8325 -3.5290  0.31
56 H -3.3221 -4.0502 -2.4059  0.38
57 H -1.2024 -5.2205 0.3343  0.65
58 H -2.4765 -2.5031 0.2450  0.19
59 H -3.0809 -4.9859 5.0795  0.36
60 H -4.3465 -3.9715 4.2223  0.37
61 H -2.9121 -3.1960 5.0274  0.33
62 H -0.5860 -1.7362 1.6947  0.55
63 C 5.9496 3.6651 0.3677  -0.54
64 O 6.5191 4.6060 -0.5384  -0.32
65 C 6.2116 4.3812 -1.8211  0.78
66 O 5.5212 3.4825 -2.2361  -0.55
67 O 6.8020 5.3244 -2.5605  -0.33
68 C 6.5594 5.2091 -3.9628  -0.62
69 H 6.2613 3.9401 1.3738  0.31
70 H 4.8597 3.6981 0.3226  0.25
71 H 6.3140 2.6588 0.1558  0.22
72 H 5.4943 5.3032 -4.1785  0.29
73 H 6.9473 4.2638 -4.3443  0.29
74 H 7.0861 6.0241 -4.4561  0.22
75 C -6.7959 4.8461 -2.4513  -0.63
76 O -6.0066 3.6577 -2.5375  -0.31
77 C -6.5182 2.6110 -1.8827  0.76
78 O -7.5448 2.5993 -1.2564  -0.53
79 O -5.6843 1.5714 -2.0451  -0.30
80 C -6.1094 0.3773 -1.3942  -0.60
81 H -6.2844 5.6227 -3.0172  0.22
82 H -7.7805 4.6868 -2.8920  0.30
83 H -6.8864 5.1739 -1.4151  0.30
84 H -7.0671 0.0400 -1.7924  0.37
85 H -6.1729 0.5287 -0.3152  0.30
86 H -5.3629 -0.3918 -1.5924  0.11

Results
Total charge: +1
ΔE to the lowest compared entry with this formula, charge and spin: 2.978 eV
Strongest force on any atom: 5.13 eV/Å
E_tot: -110427.408 eV
Frontier orbital gap: 7.0 eV